(i)
DFT (wB97M-V/def2-TZVPD) results for a structure of composition C8H5HoN2O5.

As for the spin multiplicity: 5. The charge is +2. For the LUMO energy (spin up / spin down), the calculation gives -0.37269 / -0.36724 Eh.

```
21
C8H5HoN2O5, DFT wB97M-V/def2-TZVPD
O 4.197 4.450 -3.214
C 3.919 3.419 -2.771
Ho 1.727 0.498 -0.341
C 1.346 -1.528 0.569
O 1.146 -2.610 0.848
C -0.036 1.379 1.231
O -0.905 1.790 1.863
C 0.083 0.604 -1.756
O -0.754 0.581 -2.561
C 2.840 1.101 1.479
O 3.597 1.493 2.260
H 1.555 2.457 -0.531
N -2.615 -2.049 -0.287
C -2.747 -1.698 1.045
C -1.664 -0.906 1.351
N -0.984 -0.719 0.175
C -1.494 -1.463 -0.779
H -3.194 -2.663 -0.797
H -3.496 -2.037 1.715
H -1.407 -0.460 2.312
H -1.116 -1.642 -1.811
```



(ii)
DFT (wB97M-V/def2-TZVPD) results for a structure of composition C8H5HoN2O5.

As for the spin multiplicity: 5. The charge is +2. For the LUMO energy (spin up / spin down), the calculation gives -0.35575 / -0.35208 Eh.

```
21
C8H5HoN2O5, DFT wB97M-V/def2-TZVPD
O -0.513 -4.098 1.778
C 0.151 -3.219 1.547
Ho 0.977 -1.066 0.889
C 2.810 -0.422 -0.699
O 3.572 0.030 -1.413
C -1.289 -1.824 -0.911
O -1.689 -0.930 -1.649
C -1.011 -0.746 2.173
O -2.021 -0.699 2.736
C 0.287 -2.311 -1.088
O 0.616 -3.026 -1.978
H -1.911 -2.498 -0.255
N 0.070 3.048 0.502
C -0.249 2.947 -0.849
C -0.150 1.635 -1.173
N 0.205 0.910 -0.039
C 0.330 1.807 0.947
H 0.079 3.909 1.055
H -0.481 3.807 -1.441
H -0.373 1.160 -2.122
H 0.588 1.588 1.987
```



What is the most stable structure shown above? It is (ii).